Formula: C15H19ClFNO2
Source: OMol25
Level of theory: ωB97M-V/def2-TZVPD

The total charge is 0. The calculation puts the total energy at -36688.89825 eV. As for the SMILES: CCOC(=O)C1CCN(Cc2c(F)cccc2Cl)CC1. For the energy relative to the best compared isomer or geometry (same formula, charge and spin), the calculation gives 0.088 eV. The value obtained for the HOMO-LUMO gap is 0.332 Eh.

The geometry in XYZ format:
```
39
Properties=species:S:1:pos:R:3:forces:R:3
C -6.21247 -0.28935 0.44422 0.4 0.1 -0.1
C -4.96565 0.55984 0.61077 -0.3 0.2 0.4
O -3.89148 -0.05381 -0.10564 -0.3 -0.2 -0.3
C -2.64682 0.19419 0.31508 0.2 -0.2 -0.2
O -2.39424 0.89391 1.26153 0.0 0.1 0.1
C -1.64774 -0.50981 -0.58236 0.0 -0.1 -0.1
C -1.08335 0.50124 -1.59612 0.1 0.1 0.2
C -0.11090 1.47035 -0.91224 -0.1 0.1 -0.2
N 0.97872 0.80424 -0.23270 0.1 -0.1 0.0
C 1.96695 0.21179 -1.12048 -0.1 0.0 0.0
C 3.23205 -0.06767 -0.35546 0.0 -0.2 -0.1
C 3.68579 -1.36198 -0.13259 0.2 0.2 0.1
F 2.97705 -2.39573 -0.63892 0.0 0.1 0.0
C 4.83293 -1.64771 0.58395 -0.1 -0.1 -0.1
C 5.56516 -0.59877 1.11024 -0.1 0.0 -0.1
C 5.15041 0.70664 0.91549 0.0 0.1 0.0
C 3.99604 0.96167 0.19142 0.1 -0.4 0.1
Cl 3.49924 2.59102 -0.04231 0.1 0.4 -0.1
C 0.46046 -0.10235 0.77300 0.0 -0.2 0.2
C -0.50744 -1.15519 0.21565 0.0 0.3 0.1
H -7.04338 0.17728 0.96532 -0.1 0.0 0.0
H -6.46130 -0.38509 -0.60925 -0.1 0.0 -0.1
H -6.04895 -1.28254 0.85412 0.0 -0.1 0.0
H -4.67814 0.65165 1.66374 -0.1 0.0 -0.2
H -5.11925 1.56641 0.20521 0.1 -0.1 0.1
H -2.20563 -1.28157 -1.12349 0.1 0.1 0.1
H -1.89873 1.05906 -2.06042 0.0 0.0 -0.1
H -0.56212 -0.04835 -2.38311 0.0 0.0 0.0
H 0.30338 2.16585 -1.64687 0.0 0.0 0.0
H -0.64915 2.04978 -0.15725 0.0 0.1 -0.1
H 1.62848 -0.71515 -1.60590 0.1 0.1 0.0
H 2.18724 0.94495 -1.90292 0.0 -0.1 0.0
H 5.13204 -2.67438 0.72111 0.0 -0.1 0.0
H 6.46238 -0.79930 1.67426 0.1 0.0 0.1
H 5.71618 1.52998 1.32101 0.0 0.1 0.0
H 1.30019 -0.59735 1.26689 0.0 0.0 0.1
H -0.06330 0.50620 1.51315 0.1 -0.1 0.0
H -0.91587 -1.73791 1.04274 0.0 -0.1 0.0
H 0.03124 -1.84208 -0.44088 0.0 -0.1 0.0
```
Forces are in eV/Å.

natural (NBO) atomic charge list, values in e, 5 entries: C -0.62; C -0.08; O -0.51; C 0.81; O -0.61